Entry 1:
DFT (ωB97M-V/def2-TZVPD) results for C11H10ClCoNO as an isolated structure.

Structure (ORCA input):
```
! wB97M-V def2-TZVPD RIJCOSX def2/J DEFGRID3
* xyz -2 4
H -0.88205 -2.25798 2.21004
N -0.20873 0.02597 2.24389
H -2.11487 2.63668 -4.77175
C -1.26500 -1.97020 0.01604
H 0.21420 3.84583 -4.11618
H -0.66203 -1.67982 -2.12640
H -1.52656 0.29870 -5.99600
C 0.61416 0.89146 -5.66780
Co 0.21710 -0.37638 0.45640
H 1.16477 0.06677 -6.10630
C -1.12001 2.25016 -4.96180
O -0.11522 0.02554 4.63966
C -0.12807 0.05763 3.44528
Cl 0.95081 1.63158 0.20502
C 0.11115 2.88982 -4.61640
C -0.51736 -2.01970 1.22843
H 2.24105 2.26016 -4.94566
H 1.87312 -1.77704 -1.14908
C 1.18295 2.05084 -5.05414
C 0.85930 -2.15302 0.83894
H -2.34253 -1.88347 -0.05861
C -0.80909 1.01419 -5.60984
C 0.95382 -1.87163 -0.57544
H 1.69260 -2.19991 1.52716
C -0.38352 -1.75610 -1.07246
*
```

Frontier orbital gap (alpha / beta): 5.7 / 5.7 eV
Energy above the lowest of the compared OMol25 structures with the same formula, charge and spin: 0.000 eV
E_HOMO (alpha / beta): -0.243 / -0.243 eV


Entry 2:
DFT (ωB97M-V/def2-TZVPD) results for C6H10N3O2 as an isolated structure.

Structure (ORCA input):
```
! wB97M-V def2-TZVPD RIJCOSX def2/J DEFGRID3
* xyz 1 3
H -2.59414 -1.93919 2.78866
C 0.18110 -0.08167 -3.51144
C -1.88855 -1.87259 2.08055
C 0.74614 2.44237 -0.45843
H -0.94607 -0.26589 3.14828
H -1.15258 -2.70113 1.87944
H 0.83672 2.59253 -1.48850
H 1.60107 -1.87366 -1.46859
C 1.21399 1.11575 0.07179
H 2.26604 0.84478 -0.09046
C 0.36360 -0.18959 -2.33518
H 1.29501 3.23211 0.02513
N 0.43967 -0.32703 -0.95175
O -0.64439 -0.56028 -0.08444
H -2.41023 -1.74855 1.14379
N 0.72168 0.67062 1.26389
H 0.37048 -0.03223 -4.55870
N -1.16665 -0.56764 2.23021
O 1.45282 -1.33164 -0.70325
C -0.29612 -0.08738 1.33422
H -0.38958 2.68031 -0.31522
*
```

Frontier orbital gap (alpha / beta): 6.2 / 6.4 eV
Energy above the lowest of the compared OMol25 structures with the same formula, charge and spin: 6.710 eV
E_HOMO (alpha / beta): -9.233 / -14.016 eV


Entry 3:
DFT (ωB97M-V/def2-TZVPD) results for C22H49AuN2OP3S as an isolated structure.

Structure (ORCA input):
```
! wB97M-V def2-TZVPD RIJCOSX def2/J DEFGRID3
* xyz 3 3
O -0.06782 -1.85664 2.96848
H -1.89448 3.74849 -0.54410
H 1.09290 0.38209 6.37045
C 3.00432 0.79088 0.50237
H 1.90366 -0.45427 -5.72386
C 0.15217 -2.54589 -4.55353
H -1.41942 -0.14824 1.36596
H 2.40589 -1.95564 3.51433
C 2.64431 -1.94342 -4.44279
H -1.57523 -1.87134 0.99285
H 0.89880 -1.39252 6.53970
C -0.09261 -1.25991 4.05592
H -1.37545 4.65717 0.93264
H 3.29096 3.36134 -1.59319
C -1.96810 -0.86931 0.74684
H 1.89701 -4.08842 -5.57909
H -1.17593 -0.53438 6.83791
C 0.32767 -1.09598 -4.38287
H -2.56942 -2.73226 5.16817
H -2.73125 1.69846 -0.78404
H -3.18526 2.09060 1.63743
H 3.09472 -0.29230 0.65948
C -0.65239 -0.25719 -5.14460
H 3.33700 -2.12361 -5.29016
H 0.15652 -0.82575 -3.25170
H 1.65863 3.08018 -2.26970
H 3.97644 1.26615 0.70218
P 2.49042 1.11901 -1.20235
H -3.04198 -0.83256 1.00473
H -3.27129 -1.32106 4.34791
C -2.27610 2.38497 2.18768
C 2.19471 -0.88886 3.66461
C 0.44986 2.91506 2.32982
H -1.81810 -2.78173 -1.83778
H 4.05139 -0.47151 -2.12088
N 1.07308 -0.68233 4.54576
H 0.73044 2.07913 2.98864
H 3.76492 0.85483 -3.27131
H -2.15186 1.68542 3.03069
P -1.72768 -0.50447 -1.02715
H -3.94999 0.45483 -1.22186
P -0.80551 2.33094 1.11975
H 3.06663 -0.39549 4.09893
C -2.53952 -1.95845 -1.76783
H 2.26516 1.17069 1.21300
C -2.09363 -2.19528 -5.31172
H 2.08567 0.16543 -4.10749
H -3.05844 -2.57586 -5.57384
H -2.58697 -0.18526 -5.98963
H 3.18370 -1.93033 -3.49410
C -1.09076 -3.04198 -4.83222
H 1.98291 -0.46468 2.68187
H -0.16723 4.20215 -0.34138
C -1.47808 -0.16289 5.84779
C -1.82159 -0.83591 -5.52548
H -0.94910 0.77521 5.64209
C -2.37296 -1.94792 4.42252
C 1.77260 -0.71684 -4.66907
H -0.02629 3.71371 2.91267
C -2.92787 0.81238 -1.39838
H 1.84594 3.35729 -0.51936
H -2.88694 -1.70098 -2.77312
H 4.78845 1.18184 -1.87669
N -1.23789 -1.14944 4.81498
H -2.35576 3.41865 2.57139
H -2.81260 1.06482 -2.46016
C 2.31173 2.90840 -1.40497
H 1.35883 3.27201 1.82477
C 3.90163 0.62033 -2.21086
H -3.40695 -2.29218 -1.17871
H -1.29615 -4.09213 -4.70751
H -0.41278 0.81159 -5.24456
C 1.39232 -0.59382 5.96240
H 2.48049 -0.69032 6.05909
C -1.08846 3.91142 0.18092
H -2.55730 0.03598 5.87117
Au 0.42042 0.33434 -1.76014
H -2.16516 -2.41698 3.46119
S 1.63005 -3.57946 -4.39094
*
```

Frontier orbital gap (alpha / beta): 6.9 / 3.0 eV
E_HOMO (alpha / beta): -15.068 / -15.068 eV


Entry 4:
DFT (ωB97M-V/def2-TZVPD) results for a 5-piece molecular cluster, C30H25N5O10 overall.

Structure (ORCA input):
```
! wB97M-V def2-TZVPD RIJCOSX def2/J DEFGRID3
* xyz 0 1
C 3.17482 3.68015 1.13424
O 3.35326 2.36141 -2.19426
C -3.42989 -0.69434 1.99648
O 2.42582 4.19792 -1.44345
H 1.19539 -4.51306 -0.42765
N 4.67437 -4.04755 2.51571
C 2.39951 -6.19848 -0.42027
C -2.29954 0.27196 -3.48776
O -3.27068 -2.83047 -2.13198
H -2.19611 2.16690 -4.47483
C 2.04906 -4.98019 0.00891
O -4.09295 3.05503 -0.84563
H -0.14453 1.88021 2.61179
H 2.72673 4.62481 0.84972
H -5.14179 -1.35686 -2.52360
H -6.10410 0.80828 -3.47596
C -4.20906 1.61381 -3.98701
H -0.28364 2.38474 -2.38018
C 3.36035 2.76199 0.09749
C 0.28609 1.04650 -0.75500
H -3.03034 -1.35660 0.04350
H -1.25690 0.11051 -3.58607
H -1.23353 4.02263 -0.89646
H -3.49936 0.97189 -0.97706
C -3.41866 0.78383 0.11052
C 3.90340 -4.84176 1.46656
C -3.59687 0.36754 2.90024
H 3.17837 4.04769 3.20293
C 3.95241 1.54304 0.35249
H 5.32642 -6.40156 1.18562
C -3.57578 1.62455 2.41806
C -0.29277 2.15537 -1.31024
H -3.52301 0.10778 3.93673
H 2.32043 -3.39565 1.21775
C 4.37139 -6.04603 1.00065
C -5.01809 0.65467 -3.44647
N 0.86155 -0.22609 1.19680
H 1.72764 -6.59797 -1.12860
C -0.74160 3.16798 -0.46992
O 0.88372 -0.34978 2.42691
C 3.43841 3.35074 2.44108
O -3.59192 4.16916 0.93403
N -3.69946 3.11351 0.31434
H -0.95265 3.93040 1.54309
C 3.83279 2.06811 2.74756
H -4.53645 2.46600 -4.47464
H 4.53120 0.22186 1.82947
N -2.54753 -1.95096 -2.58985
H 4.03339 1.78837 3.76700
C -3.23421 -0.48123 0.65710
C -0.60826 3.13436 0.90572
C -2.84376 1.42946 -4.01457
C 3.58840 -6.80094 0.05130
C -3.14197 -0.73432 -3.01880
O -1.35472 -2.03704 -2.69353
C -3.56928 1.82437 1.01587
C -4.51834 -0.55645 -2.92618
H 4.30837 0.95207 -0.50568
H -3.66246 2.49802 3.04074
C -0.13156 2.00500 1.52243
C 2.78508 -4.23890 0.89627
H -3.34235 -1.69574 2.33374
N 3.02772 3.11854 -1.28577
H 0.70183 0.10781 -1.20206
C 0.33141 1.05216 0.60797
O 1.36672 -1.13025 0.52851
C 4.09126 1.17735 1.71315
O 5.56239 -4.64671 3.10053
H 3.87807 -7.81374 -0.23992
O 4.44639 -2.89581 2.69036
*
```

Frontier orbital gap: 8.8 eV
Energy above the lowest of the compared OMol25 structures with the same formula, charge and spin: 1.734 eV
SMILES: O=[N+]([O-])c1ccccc1.O=[N+]([O-])c1ccccc1.O=[N+]([O-])c1ccccc1.O=[N+]([O-])c1ccccc1.O=[N+]([O-])c1ccccc1
E_HOMO: -9.726 eV


Entry 5:
DFT (ωB97M-V/def2-TZVPD) results for a 2-piece molecular cluster, CNO4S overall.

Structure (ORCA input):
```
! wB97M-V def2-TZVPD RIJCOSX def2/J DEFGRID3
* xyz -1 1
O -2.98403 -0.33105 -0.57161
C -2.13404 -0.05791 0.17229
O -1.85486 0.05692 1.30712
O 2.34403 -0.35655 1.05052
S -0.44932 0.46245 -0.98574
N 2.19568 0.53175 0.24408
O 2.73028 1.55214 0.35629
*
```

Frontier orbital gap (alpha / beta): 5.6 / 5.8 eV
Energy above the lowest of the compared OMol25 structures with the same formula, charge and spin: 4.576 eV
E_HOMO (alpha / beta): -4.558 / -4.729 eV


Entry 6:
DFT (ωB97M-V/def2-TZVPD) results for C12H44BaO12 as an isolated structure.

Structure (ORCA input):
```
! wB97M-V def2-TZVPD RIJCOSX def2/J DEFGRID3
* xyz 0 1
O 10.19623 12.26631 34.61956
C 11.59229 12.25153 34.92566
O 4.95081 12.86184 31.27259
H 8.99334 16.36137 32.82784
C 9.25757 14.39370 32.07270
O 11.05554 11.44905 31.56210
H 6.37827 14.30480 30.81688
H 6.19885 14.38598 34.86810
H 7.19229 14.70956 28.49970
H 7.65423 14.80429 36.47542
O 9.13531 19.21191 32.79765
Ba 12.07598 15.80681 30.55126
H 4.11359 17.01329 31.52989
H 10.93859 12.35134 31.86835
C 8.20356 14.78237 28.09956
H 9.42385 18.50535 32.21532
O 11.44187 15.58098 34.81883
H 10.81267 16.54261 36.59586
O 8.63829 16.13706 28.06627
H 8.66977 13.82390 32.79237
H 7.77124 11.62300 33.66249
H 5.37513 15.81642 35.31600
H 9.58930 10.60507 32.64791
H 6.32051 19.66493 29.17607
O 7.10203 15.58567 36.39719
H 11.71571 11.98940 35.97644
H 9.08575 11.36156 31.09329
C 6.37925 15.40930 35.19730
H 8.39144 18.25974 34.33825
C 6.73333 18.68904 29.43166
C 8.77657 15.90673 31.86119
H 8.19302 14.33489 27.10570
H 6.56537 17.98029 28.62075
H 6.73246 10.77685 32.41072
H 9.88719 9.75699 31.12240
H 8.41648 18.18695 30.14255
H 12.01115 13.21652 34.64025
H 4.98084 18.35640 33.20687
H 6.59634 10.33487 34.09267
O 9.36489 16.68600 30.84049
O 8.06822 18.97780 29.72436
C 4.20489 16.71287 32.57369
H 5.11327 16.11888 32.67427
H 6.94939 15.98503 34.46821
H 4.36757 12.29157 30.76643
C 10.59245 15.69075 35.95247
H 9.56527 15.81767 35.61058
H 8.79922 16.37495 28.98230
O 4.41179 17.68323 33.58717
O 5.81747 12.07582 33.84869
H 6.87560 12.71112 30.58783
H 10.69531 14.75682 36.50501
H 9.48178 19.54229 34.83311
H 5.56231 12.58343 33.07486
O 10.62233 14.04249 32.32951
H 12.17438 11.52485 34.35890
H 10.08735 18.00100 34.24188
C 9.82771 10.73851 31.59270
H 5.59229 13.42577 29.47010
H 3.38101 16.02913 32.77819
H 7.69397 16.03345 31.85850
H 11.02510 15.02959 34.15259
H 6.15167 18.40196 30.30764
C 5.99342 13.34220 30.48015
C 6.80902 11.16951 33.42465
H 10.10430 12.84903 33.86221
H 9.03370 13.96212 31.09714
H 8.89056 14.19216 28.70601
C 9.32448 18.76388 34.08650
*
```

Frontier orbital gap: 6.4 eV
Energy above the lowest of the compared OMol25 structures with the same formula, charge and spin: 0.000 eV
E_HOMO: -8.733 eV


Q: Number 3 is which compound?
A: C22H49AuN2OP3S